C18H40NO9S3V | ωB97M-V/def2-TZVPD

For the gap between HOMO and LUMO (spin up / spin down), the calculation gives 0.341 / 0.291 Ha. As for the energy above the lowest of the compared OMol25 structures with the same formula, charge and spin: 0.758 eV. Its LUMO energy (spin up / spin down) is -2.787 / -4.137 eV. As for the charge: +1. Its spin multiplicity is 2. The highest occupied orbital energy (spin up / spin down) is -12.06 / -12.06 eV.

```
72
C18H40NO9S3V (ωB97M-V/def2-TZVPD)
O 0.208 -1.957 1.500
V -0.126 -0.458 0.924
O -1.105 -0.587 -0.320
C 2.472 -2.630 -1.115
C 2.749 -1.226 -1.741
C 2.194 -1.478 -3.187
C 2.124 -0.209 -4.041
C 1.374 0.952 -3.380
C 1.919 1.255 -1.974
N 1.973 -0.039 -1.247
O 2.161 0.046 0.194
C 0.936 2.211 -1.359
C 3.228 2.116 -2.188
C 4.274 -0.946 -1.854
H 2.973 -2.767 -0.157
H 2.881 -3.386 -1.787
H 1.389 -2.708 -1.031
H 1.201 -1.925 -3.232
H 2.952 -2.084 -3.683
H 1.614 -0.403 -4.985
H 3.138 0.087 -4.311
H 0.324 0.688 -3.254
H 1.401 1.885 -3.944
H 1.089 2.425 -0.301
H 0.032 1.609 -1.270
H 0.730 3.026 -2.053
H 3.938 1.534 -2.777
H 3.724 2.398 -1.259
H 2.986 3.041 -2.711
H 4.637 -0.540 -2.798
H 4.956 -1.779 -1.687
H 4.736 -0.308 -1.100
C -3.927 -2.044 -3.569
C -3.086 -0.755 -3.519
O -4.106 0.259 -3.492
C -5.256 -0.181 -3.106
O -6.255 0.512 -2.840
O -5.094 -1.559 -2.957
H -3.406 -2.815 -3.003
H -4.136 -2.308 -4.606
H -2.417 -0.666 -4.375
H -2.513 -0.564 -2.611
C -1.298 4.163 1.104
S -0.997 2.732 2.158
O -0.645 1.601 1.200
C 0.596 3.357 2.858
H -1.842 4.925 1.663
H -1.764 3.991 0.134
H -0.295 4.526 0.876
H 0.490 4.433 2.999
H 1.493 3.235 2.251
H 0.923 3.039 3.848
C 1.951 -0.073 5.622
S 0.387 -0.024 4.633
O 0.778 0.115 3.168
C 0.232 -1.884 4.806
H 1.713 -0.336 6.653
H 2.478 0.861 5.815
H 2.638 -0.786 5.166
H -0.570 -2.337 4.223
H -0.095 -2.098 5.824
H 1.236 -2.294 4.697
C -3.113 -2.862 2.895
S -2.956 -0.979 3.254
O -1.871 -0.495 2.249
C -4.535 -0.329 2.577
H -2.069 -3.171 2.935
H -3.457 -2.899 1.861
H -3.778 -3.374 3.591
H -4.527 -0.719 1.559
H -4.605 0.757 2.511
H -5.384 -0.799 3.074
```

C47H57IrN8O3SSi | ωB97M-V/def2-TZVPD

For the gap between HOMO and LUMO (spin up / spin down), the calculation gives 0.271 / 0.185 Ha. As for the energy above the lowest of the compared OMol25 structures with the same formula, charge and spin: 1.093 eV. Its LUMO energy (spin up / spin down) is -3.031 / -5.340 eV. As for the charge: +1. Its spin multiplicity is 2. The highest occupied orbital energy (spin up / spin down) is -10.40 / -10.36 eV.

```
118
C47H57IrN8O3SSi (ωB97M-V/def2-TZVPD)
Ir 0.447 0.630 -0.282
O -0.275 1.188 4.186
C 1.024 1.219 4.503
C 1.336 1.410 5.851
C 2.646 1.457 6.261
C 3.696 1.298 5.348
C 3.408 1.111 4.023
C 2.073 1.082 3.564
C 1.807 0.954 2.146
O 0.588 0.905 1.739
N 2.882 0.964 1.299
N 2.503 0.875 0.036
C 3.402 0.971 -0.915
C 3.087 0.971 -2.286
C 4.194 1.195 -3.168
C 4.054 1.245 -4.511
C 2.759 1.087 -5.098
C 1.672 0.872 -4.329
C 1.761 0.799 -2.894
O 0.662 0.584 -2.290
H -0.366 1.038 3.228
H 0.518 1.521 6.551
H 2.867 1.623 7.308
H 4.723 1.323 5.686
H 4.196 0.987 3.294
H 4.438 1.110 -0.611
H 5.168 1.349 -2.721
H 4.918 1.412 -5.140
H 2.647 1.161 -6.172
H 0.686 0.746 -4.757
C -0.241 3.804 -0.850
N -0.299 5.255 -0.859
C -0.229 5.719 0.529
N 1.005 5.269 1.183
C 1.064 3.816 1.161
N 1.012 3.283 -0.226
C 2.153 3.862 -0.974
N 2.119 5.315 -0.974
C 0.863 5.765 -1.586
C 2.143 5.792 0.416
H -0.299 3.433 -1.877
H -1.078 3.427 -0.278
H -1.091 5.335 1.077
H -0.256 6.809 0.539
H 0.230 3.404 1.729
H 2.006 3.502 1.617
H 2.123 3.501 -2.004
H 3.084 3.537 -0.505
H 0.823 5.413 -2.619
H 0.838 6.855 -1.582
H 2.095 6.880 0.412
H 3.072 5.474 0.891
C 0.000 -5.059 2.334
C -1.145 -5.869 1.727
C -2.239 -5.045 1.042
C -1.822 -4.385 -0.267
N -0.972 -3.219 -0.022
C 0.134 -2.880 -0.636
S 1.157 -1.573 -0.015
N 0.541 -3.555 -1.704
C 1.794 -3.339 -2.437
C 3.007 -4.002 -1.789
C 3.089 -5.520 -1.957
C 2.037 -6.313 -1.177
H 0.657 -5.709 2.914
H -0.381 -4.287 3.008
H 0.614 -4.569 1.576
H -1.619 -6.445 2.525
H -0.742 -6.594 1.012
H -2.612 -4.275 1.726
H -3.078 -5.703 0.812
H -2.705 -4.059 -0.822
H -1.287 -5.114 -0.877
H -1.253 -2.626 0.752
H 0.000 -4.361 -1.973
H 1.953 -2.265 -2.505
H 1.639 -3.727 -3.444
H 3.016 -3.745 -0.726
H 3.897 -3.552 -2.237
H 4.077 -5.836 -1.618
H 3.023 -5.771 -3.019
H 1.959 -5.955 -0.147
H 2.303 -7.369 -1.143
H 1.047 -6.253 -1.637
C -3.751 -1.634 -4.127
C -2.487 -2.003 -3.688
C -1.959 -1.433 -2.537
C -2.671 -0.506 -1.779
C -3.948 -0.156 -2.238
C -4.479 -0.704 -3.400
Si -1.937 0.303 -0.228
C -2.487 -0.630 1.339
C -3.861 -0.673 1.616
C -4.355 -1.299 2.751
C -3.484 -1.904 3.649
C -2.120 -1.863 3.409
C -1.631 -1.228 2.269
C -2.800 1.973 -0.075
C -3.063 2.517 1.187
C -3.669 3.762 1.324
C -4.040 4.479 0.196
C -3.782 3.960 -1.068
C -3.161 2.727 -1.198
H -4.160 -2.057 -5.036
H -1.909 -2.727 -4.253
H -0.958 -1.690 -2.244
H -4.543 0.557 -1.680
H -5.461 -0.399 -3.740
H -4.559 -0.198 0.933
H -5.421 -1.309 2.943
H -3.866 -2.387 4.539
H -1.431 -2.310 4.116
H -0.557 -1.161 2.129
H -2.799 1.958 2.080
H -3.862 4.166 2.311
H -4.534 5.437 0.297
H -4.066 4.521 -1.950
H -2.936 2.350 -2.190
```

H28NeO14 | ωB97M-V/def2-TZVPD

For the gap between HOMO and LUMO, the calculation gives 0.320 Ha. As for the energy above the lowest of the compared OMol25 structures with the same formula, charge and spin: 1.340 eV. Its LUMO energy is -0.906 eV. Its spin multiplicity is 1. The highest occupied orbital energy is -9.61 eV.

```
43
H28NeO14 (ωB97M-V/def2-TZVPD)
Ne -12.481 -4.368 14.048
O -14.680 -2.150 16.083
H -14.982 -2.155 15.174
H -15.001 -2.974 16.448
O -16.192 -5.373 13.517
H -15.486 -5.004 14.048
H -16.936 -5.433 14.117
O -12.513 -5.927 11.159
H -13.154 -5.221 11.247
H -12.729 -6.536 11.865
O -14.136 -6.753 15.465
H -14.249 -7.525 16.019
H -13.264 -6.426 15.686
O -11.553 -6.112 16.325
H -11.857 -5.887 17.205
H -11.503 -7.067 16.325
O -13.847 -7.596 12.880
H -14.706 -7.952 12.654
H -13.957 -7.246 13.765
O -9.419 -5.201 14.754
H -10.054 -5.445 15.427
H -9.757 -5.595 13.950
O -15.118 -4.354 17.281
H -14.845 -5.106 16.755
H -14.362 -4.161 17.835
O -13.028 -1.177 12.268
H -12.366 -1.541 11.679
H -13.853 -1.553 11.962
O -9.476 -2.777 15.786
H -9.477 -3.630 15.351
H -10.367 -2.447 15.671
O -14.338 -4.014 11.534
H -14.775 -3.496 10.858
H -15.045 -4.501 11.958
O -12.132 -1.802 14.880
H -12.841 -2.038 15.479
H -12.573 -1.581 14.060
O -10.324 -7.003 12.664
H -10.123 -7.920 12.853
H -10.786 -7.027 11.827
O -9.709 -1.489 12.419
H -10.065 -1.832 11.600
H -9.898 -2.169 13.066
```

C6H10N3O | ωB97M-V/def2-TZVPD

For the gap between HOMO and LUMO, the calculation gives 0.305 Ha. As for the energy above the lowest of the compared OMol25 structures with the same formula, charge and spin: 5.801 eV. Its LUMO energy is -5.284 eV. As for the charge: +1. Its spin multiplicity is 1. The highest occupied orbital energy is -13.59 eV.

```
20
C6H10N3O (ωB97M-V/def2-TZVPD)
C -0.785 0.733 -0.409
C -0.916 -0.482 0.264
C -1.196 1.982 0.062
C -0.281 0.810 -1.868
C -0.633 -1.714 -0.462
C -1.394 -0.396 1.675
N 3.951 0.637 0.847
N 2.073 -0.296 -0.074
N 3.001 0.133 0.407
O -1.665 2.982 0.408
H -1.119 0.613 -2.449
H 0.393 0.036 -1.653
H 0.106 1.849 -1.983
H -1.345 -1.866 -1.208
H -0.871 -2.428 0.323
H 0.360 -1.661 -0.830
H -1.383 0.716 2.016
H -2.432 -0.761 1.671
H -0.695 -0.969 2.211
H 4.830 0.081 1.050
```

C12H30Al2BCl4F3NO13PS2 | ωB97M-V/def2-TZVPD

For the gap between HOMO and LUMO, the calculation gives 0.049 Ha. Its LUMO energy is -6.527 eV. Its spin multiplicity is 1. The highest occupied orbital energy is -7.86 eV.

```
69
C12H30Al2BCl4F3NO13PS2 (ωB97M-V/def2-TZVPD)
S 3.172 2.980 0.395
P 1.309 1.843 -0.346
O 1.455 2.294 -2.004
C 0.138 2.652 -2.371
C -0.511 3.425 -1.171
C -1.800 2.820 -0.643
C -2.998 2.747 -1.601
C -3.955 1.715 -1.041
Cl -3.182 0.092 -1.261
O 0.425 3.307 -0.112
H 2.705 3.624 1.465
H 0.166 1.061 -0.779
H 2.164 0.715 -0.487
H 0.892 1.405 0.967
H 0.271 3.313 -3.231
H -0.462 1.842 -2.787
H -0.615 4.445 -1.540
H -1.536 1.830 -0.288
H -2.072 3.401 0.241
H -2.658 2.465 -2.594
H -3.487 3.719 -1.592
H -4.882 1.700 -1.606
H -4.152 1.896 0.010
C 6.299 1.797 0.069
Cl 7.272 3.306 0.447
Cl 6.800 0.483 1.093
H 5.244 2.021 0.254
H 6.482 1.532 -0.969
Al 6.044 4.462 -1.429
Cl 3.632 3.452 -2.803
O -6.679 0.180 -2.972
H -5.829 -0.084 -2.584
C 1.002 -0.082 3.518
O 1.318 -1.082 2.562
C 2.249 -2.030 3.056
C 1.562 -3.324 3.420
O 0.705 -3.161 4.544
C -0.655 -3.088 4.211
H 0.181 0.513 3.123
H 0.700 -0.522 4.474
H 1.860 0.579 3.675
H 2.797 -1.629 3.914
H 2.970 -2.230 2.258
H 2.315 -4.066 3.701
H 1.004 -3.714 2.563
H -1.025 -4.061 3.860
H -0.827 -2.326 3.436
H -1.203 -2.810 5.110
O 3.402 -5.434 7.013
S 3.031 -6.323 5.916
O 3.828 -7.540 6.032
O 3.308 -5.743 4.600
O 1.595 -6.574 6.002
Al 4.416 5.030 -4.410
B -3.924 -0.738 -5.676
O -2.627 -1.482 -5.706
C -1.641 -0.658 -5.508
O -0.477 -0.910 -5.459
C -2.262 0.787 -5.314
O -1.644 1.786 -5.093
O -3.557 0.689 -5.406
F -4.737 -1.231 -4.683
F -4.583 -0.837 -6.896
F -2.770 -0.155 -7.948
N -3.195 -2.019 1.279
H -2.406 -2.657 1.158
H -3.012 -1.406 2.074
H -3.303 -1.443 0.425
H -4.049 -2.552 1.442
```

C6H7NO6 | ωB97M-V/def2-TZVPD

For the gap between HOMO and LUMO, the calculation gives 0.261 Ha. As for the energy above the lowest of the compared OMol25 structures with the same formula, charge and spin: 0.120 eV. Its LUMO energy is 5.991 eV. As for the charge: -2. Its spin multiplicity is 1. The highest occupied orbital energy is -1.11 eV.

```
20
C6H7NO6 (ωB97M-V/def2-TZVPD)
C 2.046 -0.632 1.140
C 3.549 -0.894 -0.875
C 2.228 1.366 -0.327
C -1.209 0.641 0.384
C -1.666 -1.200 -1.074
C 2.214 -0.218 -0.387
N -1.956 -0.082 -0.587
O 1.256 -1.459 1.511
O 4.585 -0.630 -0.239
O 3.002 1.898 0.527
O 2.809 0.029 1.942
O 3.383 -1.622 -1.857
O 1.586 2.049 -1.109
H -1.818 1.257 1.008
H -0.768 0.079 1.238
H -0.641 1.336 -0.267
H -0.772 -1.730 -0.682
H 1.416 -0.639 -1.206
H -2.286 -1.738 -1.834
H 3.226 0.868 1.395
```

C6H12O | ωB97M-V/def2-TZVPD

For the gap between HOMO and LUMO, the calculation gives 0.308 Ha. As for the energy above the lowest of the compared OMol25 structures with the same formula, charge and spin: 5.149 eV. Its LUMO energy is 0.849 eV. Its spin multiplicity is 1. The highest occupied orbital energy is -7.53 eV.

```
19
C6H12O (ωB97M-V/def2-TZVPD)
C 0.032 -0.907 0.482
C -1.459 -0.611 -0.862
C 2.396 -0.336 1.095
C -2.260 0.651 -0.667
C 0.828 0.060 -0.112
C 1.109 1.050 -0.927
O -0.543 -0.700 1.706
H -0.312 0.188 2.016
H 0.299 -1.946 0.318
H -2.021 -1.493 -0.553
H -1.117 -0.762 -1.885
H 2.517 0.594 1.650
H 2.300 -1.176 1.782
H 3.208 -0.513 0.392
H 2.101 1.489 -0.940
H 0.390 1.450 -1.630
H -1.801 1.511 -1.164
H -3.269 0.565 -1.094
H -2.398 0.887 0.392
```

C6H12O2S | ωB97M-V/def2-TZVPD

For the gap between HOMO and LUMO, the calculation gives 0.354 Ha. As for the energy above the lowest of the compared OMol25 structures with the same formula, charge and spin: 5.451 eV. Its LUMO energy is 0.748 eV. Its spin multiplicity is 1. The highest occupied orbital energy is -8.89 eV.

```
21
C6H12O2S (ωB97M-V/def2-TZVPD)
C 0.966 -1.479 0.719
C 1.210 -0.216 -0.157
C 1.191 -2.817 0.004
C 0.127 2.414 -0.493
C -1.672 0.698 -0.364
C -0.417 1.192 0.187
O 2.066 0.380 2.358
O 3.613 -0.777 0.789
S 2.296 -0.374 1.204
H -0.061 -1.436 1.297
H 1.723 -0.372 -1.138
H 0.521 -2.808 -0.877
H 1.021 -3.662 0.585
H 2.211 -2.811 -0.324
H 0.967 3.009 -0.013
H -0.781 3.130 -0.354
H 0.445 2.260 -1.451
H -2.447 1.233 0.215
H -1.816 -0.385 -0.355
H -1.881 0.906 -1.468
H -0.295 1.167 1.222
```

Q: Number 3 is which compound?
A: H28NeO14